{
  "formula": "C21H26AgI2N3OSi2",
  "method": "ωB97M-V with the def2-TZVPD basis set",
  "species": ["C", "H", "H", "C", "H", "H", "N", "H", "Si", "C", "C", "H", "Si", "C", "N", "H", "C", "C", "C", "H", "H", "C", "C", "O", "H", "H", "C", "H", "C", "H", "H", "C", "C", "C", "N", "H", "C", "H", "H", "H", "C", "C", "Ag", "H", "C", "H", "H", "C", "C", "H", "H", "H", "H", "I", "I", "H"],
  "positions_angstrom": [[-0.00400, 1.98460, 3.83440], [-1.23600, 3.59880, -4.67380], [3.51590, -1.77080, -0.87970], [-0.68600, 3.01550, -3.94090], [-4.37780, -1.01030, 0.52450], [1.25150, 3.56940, -4.68510], [1.39710, 0.85390, -1.02620], [-4.53020, 2.08020, -2.29830], [-3.05160, 0.77130, -0.67240], [-3.56090, 1.93060, 0.78350], [-0.72240, 1.56190, -1.97790], [4.35010, -1.07560, 0.50200], [3.04140, 0.72860, -0.68380], [-1.36640, 2.30000, -2.97080], [-1.40680, 0.86970, -1.02220], [2.62820, -1.39970, 0.58400], [0.00030, 4.39170, 3.89510], [-0.00500, -0.31500, 3.72550], [0.71920, 1.55030, -1.98290], [-2.66120, -1.36440, 0.59100], [-5.43130, 0.75750, -1.58100], [-0.00500, 1.97100, 5.26240], [-0.00140, 3.22950, 3.09460], [-0.00010, 3.29740, 1.84270], [-3.56850, -1.71960, -0.86460], [5.41790, 0.68850, -1.60080], [-0.00690, 0.70670, 5.88570], [-2.44470, 2.32470, -2.96270], [-0.00160, 3.19790, 5.93420], [-0.00560, -1.19990, 3.10150], [3.05280, 2.82910, 0.72290], [-0.00500, -0.43140, 5.10620], [4.44850, 0.98330, -1.99890], [1.37050, 2.27300, -2.98280], [-0.00420, 0.85580, 3.09630], [-4.28530, 0.43900, -2.87140], [-4.46040, 1.04190, -1.98320], [-3.01850, 2.87070, 0.73110], [-4.62500, 2.15690, 0.81130], [-3.29630, 1.46910, 1.73240], [0.00080, 4.40490, 5.26560], [3.42290, -1.05470, -0.06790], [0.00070, 1.16120, 0.78770], [4.52920, 2.02060, -2.31510], [3.57540, 1.87770, 0.77230], [-0.00030, -1.40830, 5.57170], [3.30450, 1.42160, 1.72240], [0.69520, 3.00120, -3.94640], [-3.45570, -1.00560, -0.05340], [-0.00620, 0.62240, 6.96320], [4.64440, 2.08170, 0.79690], [4.26500, 0.38250, -2.88660], [2.44890, 2.27010, -2.98570], [0.00870, 6.20080, 2.80050], [-0.00620, 3.28720, 8.07240], [0.00300, 5.34420, 5.80080]],
  "nbo_charge": [0.07, 0.17, 0.21, -0.29, 0.20, 0.17, -1.25, 0.21, 1.80, -1.13, 0.23, 0.20, 1.81, -0.32, -1.28, 0.22, -0.28, 0.02, 0.14, 0.22, 0.21, -0.12, 0.44, -0.71, 0.21, 0.21, -0.17, 0.18, -0.19, 0.20, 0.24, -0.26, -1.12, -0.30, -0.43, 0.22, -1.12, 0.24, 0.20, 0.22, -0.25, -1.11, 0.85, 0.21, -1.13, 0.20, 0.22, -0.28, -1.11, 0.21, 0.20, 0.22, 0.18, 0.08, 0.01, 0.22],
  "largest_force_ev_per_a": 1.4,
  "total_charge": -2,
  "e_homo_ev": 0.02
}



{
  "formula": "C3H8N2O",
  "method": "ωB97M-V with the def2-TZVPD basis set",
  "species": ["C", "C", "C", "H", "N", "H", "H", "H", "H", "H", "H", "O", "H", "N"],
  "positions_angstrom": [[-0.73279, 1.15882, -2.07780], [-0.43899, -0.36396, -0.14913], [0.81020, -0.39204, 0.74469], [-1.35837, -0.77945, 0.27593], [0.68213, -0.92097, 2.03770], [1.54783, -1.15098, 0.34405], [1.32108, 0.59370, 0.72050], [1.00994, -0.36607, 2.82127], [-0.78491, 0.25313, -2.69452], [0.61295, -1.90380, 2.27852], [-0.79350, 1.78065, -0.13268], [-0.78680, 2.26818, -2.50418], [-0.37718, -1.10867, -0.98912], [-0.71160, 0.93146, -0.67523]],
  "nbo_charge": [0.52, -0.26, -0.28, 0.26, -0.43, 0.30, 0.26, 0.42, 0.14, 0.42, 0.43, -0.48, 0.25, -0.56],
  "largest_force_ev_per_a": 3.0,
  "total_charge": 1,
  "multiplicity": 2,
  "e_homo_ev": [-14.45, -14.01]
}



{
  "formula": "C15H10BrN",
  "method": "ωB97M-V with the def2-TZVPD basis set",
  "species": ["C", "H", "H", "C", "C", "H", "H", "H", "N", "C", "H", "C", "C", "H", "Br", "H", "C", "C", "C", "C", "H", "C", "C", "C", "C", "H", "C"],
  "positions_angstrom": [[0.04791, -0.47517, -0.30623], [2.25495, -1.47644, -1.37634], [-0.18247, 4.97393, 2.81678], [-1.68098, 2.08839, 1.52396], [0.15756, -1.73404, -0.99431], [-2.68890, 1.83878, 1.70352], [1.90295, 4.19436, 1.66364], [-1.99099, -2.54151, -0.81782], [1.09787, 0.32803, -0.15965], [-0.84412, -3.96267, -1.62570], [-1.67924, -4.70901, -1.73013], [-0.16629, 3.99287, 2.24796], [0.39460, -4.14887, -2.23588], [0.47375, -5.02953, -2.77441], [3.16512, 2.65857, -0.04146], [-2.32201, 3.81577, 2.68695], [-1.20409, -0.02812, 0.31244], [-0.92651, -2.67600, -1.03117], [1.03564, 3.61964, 1.66391], [1.37684, 2.55623, 0.83166], [-2.17072, -0.43309, 0.45518], [1.60242, -3.32572, -2.11782], [-0.77758, 1.27938, 0.75006], [0.64315, 1.45435, 0.50142], [-1.43885, 3.33229, 2.16347], [2.53804, -3.51853, -2.61682], [1.38195, -2.07390, -1.49324]],
  "nbo_charge": [0.24, 0.23, 0.23, -0.13, -0.13, 0.21, 0.24, 0.21, -0.49, -0.23, 0.23, -0.16, -0.18, 0.19, 0.05, 0.22, -0.32, -0.17, -0.27, 0.01, 0.23, -0.22, -0.05, 0.17, -0.22, 0.22, -0.15],
  "largest_force_ev_per_a": 5.4,
  "total_charge": 0,
  "e_homo_ev": -7.92,
  "smiles": "Brc1ccccc2cc(-c3ccccc3)nc1-2"
}